11
Properties=species:S:1:pos:R:3:forces:R:3 method="wB97M-V/def2-TZVPD" e_homo_ev="-10.2 / -10.2" de_lowest_kcal_mol=283.5 spin_multiplicity=1 largest_force_ev_per_a=2.558 orbital_gap_ha="0.3339 / 0.3329" e_tot_ev=-15290.421
C -0.244 -1.007 -0.013 -1.1733 0.0887 0.4390
C 0.048 1.044 -1.129 -0.3113 0.6959 -2.4417
N 2.524 -0.476 1.150 0.0763 0.0716 0.0538
N -1.160 -0.763 0.785 0.8580 1.3100 -0.8537
O 0.359 -0.323 -0.901 1.2942 -1.4118 0.3437
F 2.290 -1.753 1.250 0.0568 -0.0709 0.0297
F -1.811 0.855 1.155 0.2690 -1.4964 -0.1655
F -1.797 -1.543 1.616 -0.2412 0.0468 0.4398
H -0.428 1.015 -2.111 -0.2605 0.0849 -0.1029
H 0.942 1.670 -1.362 -0.4882 -0.6210 1.3129
H -0.721 1.280 -0.439 -0.0798 1.3023 0.9447

57
Properties=species:S:1:pos:R:3:forces:R:3 method="wB97M-V/def2-TZVPD" e_homo_ev=-8.9 de_lowest_kcal_mol=7.0 spin_multiplicity=1 largest_force_ev_per_a=1.280 orbital_gap_ha=0.3422 e_tot_ev=-61956.579
C -0.422 -3.606 2.107 -0.1128 0.0765 -0.1446
H 0.290 -4.025 1.402 0.0743 -0.0559 -0.0188
H -0.804 -4.405 2.736 -0.0477 -0.1086 0.1063
H 0.090 -2.879 2.735 0.0422 0.0711 0.0995
C -1.569 -2.936 1.345 0.0175 -0.3146 0.0187
N -1.043 -1.841 0.529 -0.4129 0.0740 0.3960
C -0.135 -1.970 -0.447 0.0129 0.7467 -0.2862
O 0.338 -3.014 -0.849 0.2133 -0.4520 -0.1548
C 0.286 -0.614 -1.047 -0.3717 -0.1637 -0.0242
N 1.312 0.027 -0.236 -0.0698 -0.1804 -0.1022
C 0.951 0.671 0.890 -0.0154 -0.3018 0.0755
O -0.227 0.751 1.239 0.0131 0.0635 0.1661
C 2.034 1.274 1.727 0.1385 0.6249 -0.1018
H 1.736 1.274 2.775 -0.0518 0.0698 -0.0585
H 2.990 0.770 1.607 0.0366 0.0957 0.0240
S 2.377 3.079 1.336 -0.9891 -0.4976 0.0322
O 3.020 3.577 2.545 0.6708 0.4392 0.9972
C 0.600 3.638 1.454 0.6948 -0.2874 -0.3009
C -0.003 3.196 0.147 -0.5472 0.3100 0.3326
O 0.721 2.989 -0.809 -0.0667 -0.1237 -0.4286
N -1.351 3.062 0.156 -0.1634 0.3763 0.2290
C -2.159 2.469 -0.822 -0.1258 -0.1706 -0.3312
C -1.714 2.234 -2.121 0.0780 0.1004 0.0636
C -2.551 1.626 -3.039 -0.3722 -0.1261 0.0388
C -3.829 1.265 -2.655 0.1075 0.0465 0.0636
C -4.294 1.496 -1.372 0.0085 -0.0598 -0.2393
C -3.453 2.099 -0.458 0.2109 0.0304 -0.0837
H -3.799 2.280 0.549 -0.0470 0.0120 0.1245
H -5.296 1.205 -1.103 -0.1009 -0.0370 0.0114
F -4.646 0.674 -3.551 0.0347 0.0255 0.0430
H -2.219 1.435 -4.047 0.0170 -0.0250 -0.1167
H -0.716 2.520 -2.405 0.0071 0.0146 -0.0143
H -1.808 3.184 1.049 0.2298 -0.0377 -0.1024
H 0.637 4.725 1.529 0.1158 0.0112 -0.0229
H 0.116 3.220 2.333 0.0588 -0.0569 0.0418
C 2.649 -0.083 -0.698 0.5553 0.0439 -0.1388
C 3.235 -1.339 -0.807 -0.0386 0.1574 0.0566
C 4.533 -1.455 -1.268 0.0803 0.0850 -0.0574
C 5.238 -0.315 -1.623 -0.2631 0.0557 0.0770
C 4.648 0.938 -1.545 0.1504 -0.1261 0.0093
C 3.348 1.053 -1.090 -0.1477 -0.2229 -0.0765
H 2.860 2.014 -1.062 -0.0346 0.0750 -0.0304
H 5.199 1.815 -1.848 0.0811 0.0741 -0.0362
Cl 6.863 -0.458 -2.186 0.2090 -0.0199 -0.0781
H 4.996 -2.426 -1.353 0.0676 -0.0782 -0.0123
H 2.671 -2.221 -0.546 -0.0797 -0.0927 0.0416
H -0.578 0.054 -1.110 0.1067 -0.0542 -0.0397
H 0.697 -0.782 -2.043 -0.0826 -0.0203 0.1281
H -1.222 -0.900 0.861 0.0967 -0.0439 -0.1766
C -2.268 -3.948 0.436 0.1243 0.0966 0.0773
H -3.077 -3.469 -0.111 -0.1144 0.0454 -0.0433
H -1.558 -4.355 -0.277 0.0066 -0.0709 -0.0505
H -2.678 -4.762 1.029 -0.0783 -0.1106 0.0887
C -2.568 -2.317 2.321 0.1831 -0.0721 -0.1927
H -2.993 -3.087 2.960 -0.0352 -0.0758 0.0601
H -3.377 -1.833 1.779 -0.1203 0.0636 -0.0515
H -2.077 -1.578 2.950 0.0454 0.1013 0.1128

12
Properties=species:S:1:pos:R:3:forces:R:3 method="wB97M-V/def2-TZVPD" e_homo_ev=-14.6 de_lowest_kcal_mol=7.8 spin_multiplicity=1 largest_force_ev_per_a=3.479 total_charge=+1 smiles="IC1=[NH+]CCN1" orbital_gap_ha=0.3753 e_tot_ev=-14281.776
I -3.369 -0.018 -0.062 0.4025 -0.0300 0.1705
C -1.317 0.008 -0.028 2.6837 -1.9390 -0.7123
N -0.488 -1.137 -0.125 -1.6098 3.0836 0.0514
C 0.922 -0.761 -0.112 -0.3990 0.5329 1.8216
C 0.864 0.802 0.070 1.3130 -0.5874 -1.1000
N -0.550 1.111 -0.118 -0.7013 -1.4476 0.8105
H -0.648 -2.065 0.225 -1.1766 -0.0275 -0.1412
H 1.412 -0.877 -1.020 0.5331 -0.9727 -1.8652
H 1.389 -1.457 0.641 0.0666 1.4590 -0.4430
H 1.149 1.072 1.083 0.3772 0.5232 -0.1670
H 1.445 1.307 -0.793 -0.6494 -0.6799 1.8984
H -0.809 2.016 0.239 -0.8399 0.0854 -0.3236

18
Properties=species:S:1:pos:R:3:forces:R:3 method="wB97M-V/def2-TZVPD" e_homo_ev=-9.7 de_lowest_kcal_mol=15.4 spin_multiplicity=1 largest_force_ev_per_a=0.559 smiles="CC[C@@H](C)NC=O" orbital_gap_ha=0.3918 e_tot_ev=-8901.028
C 0.352 1.824 -0.550 -0.0155 0.0201 0.1596
C 0.420 0.389 -1.122 -0.0657 -0.1559 0.1527
C 0.105 -0.764 -0.093 0.1390 0.0780 -0.3018
C 1.378 -1.334 0.540 0.0322 0.0901 -0.0346
N -0.832 -0.310 0.928 -0.1540 0.1349 -0.2217
C -2.178 -0.478 0.755 -0.0305 -0.1075 -0.0793
O -2.700 -1.306 0.040 0.1424 0.2467 0.1745
H -0.279 2.488 -1.149 0.2323 -0.1452 -0.1017
H -0.109 1.852 0.442 0.1816 0.2065 -0.2666
H 1.331 2.292 -0.432 -0.0508 -0.0830 -0.1390
H -0.276 0.302 -1.967 0.0905 -0.0009 0.2870
H 1.420 0.196 -1.532 -0.2403 0.0747 0.0566
H -0.425 -1.551 -0.637 0.1712 0.0586 0.1220
H 2.049 -1.689 -0.250 -0.0607 0.0713 0.1294
H 1.905 -0.559 1.109 -0.0217 -0.0679 -0.0805
H 1.187 -2.173 1.220 -0.1672 0.2197 -0.1712
H -0.585 0.582 1.337 -0.1588 -0.4598 0.2750
H -2.763 0.240 1.361 -0.0240 -0.1804 0.0395